{"formula": "C2H6ORb", "method": "ωB97M-V/def2-TZVPD", "total_charge": 1, "energy_ha": -178.89521, "gap_ev": 9.3, "de_lowest_kj_mol": 76.1, "elements": ["Rb", "C", "C", "O", "H", "H", "H", "H", "H", "H"], "coordinates": [[0.19884, -3.22745, -2.54323], [-0.75268, 0.50940, 1.03251], [0.43299, 0.40831, 0.07817], [0.19887, -0.27063, -1.10907], [-0.48403, 1.17502, 1.85279], [-1.14072, -0.42709, 1.43318], [-1.58557, 0.87295, 0.43067], [1.37153, 0.14990, 0.56854], [0.76223, 1.40535, -0.21444], [0.99853, -0.59576, -1.52913]], "atomic_forces_ev_per_a": [[-0.19, 0.07, 0.09], [-0.08, -0.44, -1.08], [1.56, 1.94, 1.38], [-1.06, -2.08, -1.37], [-0.23, 0.05, -0.16], [0.53, -0.25, 0.10], [-0.09, 0.55, 0.29], [-0.13, -1.17, 0.31], [-0.68, 0.64, 0.02], [0.36, 0.68, 0.42]], "lowdin_charge": [1.00, -0.06, -0.34, -0.12, 0.09, 0.07, 0.08, 0.11, 0.11, 0.05]}